Density functional theory data (ωB97M-V/def2-TZVPD) for a molecular structure, C30H58AlO3S.

ORCA input file:
```
! RIJCOSX wB97M-V def2-TZVPD def2/J DEFGRID3
* xyz -1 1
C -1.8645 4.4850 -3.2772
C -2.7704 5.0493 -2.0871
C -2.2679 4.4023 -0.7442
C -3.0003 4.9757 0.5360
C -2.5908 4.2397 1.8986
C -1.4221 3.2003 1.7481
C -0.9000 2.5750 3.0993
C -2.0134 2.1796 4.1511
C -2.5137 0.6791 3.9818
C -3.3780 0.4602 2.6852
C -3.3221 -1.0315 2.1363
C -4.2501 -1.0485 0.8428
C -4.2066 -2.4763 0.2028
C -5.4088 -2.8370 -0.7550
C -5.9078 -1.6710 -1.6947
C -5.1207 -1.5192 -3.0504
C -3.5639 -1.3146 -2.8818
C -2.9191 -1.0783 -4.2947
C -1.4069 -0.5980 -4.2758
C -1.0309 0.4158 -3.1096
Al -0.4572 -0.4247 -1.3322
C 1.1812 -1.6491 -1.5051
C 2.5019 -1.0480 -0.9598
C 3.1142 0.1576 -1.5150
C 4.3903 0.6233 -0.9526
C 5.0866 -0.0770 0.1308
C 4.4591 -1.2730 0.7024
C 3.1821 -1.7560 0.1505
H -2.4494 4.4149 -4.2365
H -1.4852 3.4645 -2.9894
H -0.9713 5.1582 -3.3871
H -2.6721 6.1729 -2.0484
H -3.8654 4.8550 -2.2784
H -2.4860 3.3002 -0.7858
H -1.1548 4.5560 -0.6572
H -2.7334 6.0677 0.5886
H -4.1196 4.9016 0.4491
H -3.5011 3.6817 2.2573
H -2.3558 5.0085 2.6821
H -1.6350 2.3893 0.9969
H -0.5482 3.7679 1.3068
H -0.3826 1.6102 2.8148
H -0.1069 3.2000 3.5923
H -1.5068 2.1966 5.1647
H -2.8715 2.8919 4.2289
H -3.1999 0.4928 4.8640
H -1.6775 -0.0587 4.0855
H -3.0944 1.1064 1.8178
H -4.4573 0.7065 2.9165
H -2.2897 -1.3086 1.7969
H -3.6559 -1.7689 2.9129
H -5.2750 -0.6892 1.1224
H -3.7939 -0.2832 0.1498
H -3.2576 -2.6955 -0.3498
H -4.2270 -3.2115 1.0655
H -5.0271 -3.6532 -1.4419
H -6.3060 -3.2647 -0.2389
H -6.9743 -1.9302 -1.9764
H -5.9570 -0.6606 -1.2152
H -5.2882 -2.4096 -3.7154
H -5.5149 -0.6087 -3.5956
H -3.4032 -0.4820 -2.1533
H -3.1444 -2.2638 -2.4495
H -3.5763 -0.3415 -4.8425
H -2.9685 -2.0665 -4.8409
H -1.2567 -0.0320 -5.2482
H -0.7002 -1.4775 -4.3514
H -0.1575 1.0278 -3.5003
H -1.8834 1.1312 -2.9436
H -1.6567 -1.3702 -0.8027
H -0.2911 0.6991 -0.1751
H 1.0243 -2.6339 -0.9946
H 1.3477 -1.8204 -2.6137
H 2.6477 0.7307 -2.3531
H 4.8519 1.5306 -1.4101
H 6.0653 0.3021 0.4983
H 4.9390 -1.8547 1.5186
H 2.7360 -2.6856 0.5882
O 7.1248 -2.7035 2.3849
S 8.4903 -2.3171 2.1812
O 8.9430 -1.7655 0.9398
O 9.4459 -3.5466 2.5822
C 9.2154 -4.8149 1.9582
C 9.7459 -4.8482 0.5374
C 8.9731 -1.2277 3.4852
H 8.1535 -5.0710 1.9899
H 9.7442 -5.5582 2.5569
H 9.1769 -4.1795 -0.1102
H 9.6770 -5.8566 0.1255
H 10.7867 -4.5203 0.5063
H 8.6728 -1.6618 4.4366
H 8.4654 -0.2772 3.3278
H 10.0514 -1.0858 3.4443
*
```

Computed properties:
Frontier orbital gap = 6.50 eV